Entry 1:
73
Properties=species:S:1:pos:R:3:forces:R:3 method="wB97M-V/def2-TZVPD" gap_ev="6.368 / 6.510" spin_multiplicity=1 charge=-1 homo_energy_ev="-4.38 / -4.38"
Co 0.889157 1.506438 -0.115750 -0.3 0.6 0.2
C 3.060500 1.294651 2.932481 0.0 0.0 0.0
C 2.704832 2.423716 1.976344 0.1 0.0 0.0
C 3.058206 3.765858 2.591894 -0.1 0.0 0.0
O 1.280790 2.332986 1.706125 -0.1 0.0 0.1
C 3.457752 2.232264 0.649799 0.0 -0.1 -0.1
O 4.674490 2.347873 0.648337 0.0 0.0 0.0
O 2.731854 1.919832 -0.367274 0.1 0.0 0.0
H 2.486272 1.396390 3.854753 0.0 0.0 0.0
H 4.126675 1.335209 3.152243 0.0 0.0 0.0
H 2.843893 0.319173 2.494559 0.0 0.0 0.0
H 2.556038 3.885825 3.555769 0.0 0.0 0.0
H 2.767432 4.580790 1.932226 0.0 0.0 0.0
H 4.136423 3.799888 2.739446 0.0 0.0 0.0
H 0.898003 3.237382 1.689115 0.0 0.0 -0.2
Se 0.868564 0.974675 -2.424513 -0.2 -0.4 0.0
Se 1.352785 3.209100 -3.008151 0.1 0.2 -0.1
Te -0.276836 3.554199 -1.063322 0.4 -0.3 0.1
Se 0.373351 5.360902 0.414716 0.0 0.0 0.0
C -6.764628 3.039826 -1.645840 0.0 0.0 0.0
C -5.453626 2.575919 -1.069785 0.0 0.0 0.0
C -4.721776 1.558816 -1.663054 0.0 0.0 0.0
C -3.509909 1.116084 -1.140805 0.0 -0.1 0.0
C -2.819629 -0.030764 -1.816493 0.0 0.0 0.0
C -2.990188 1.723428 0.011093 0.1 0.3 -0.1
Se -1.339035 1.173510 0.850882 -0.2 -0.6 0.2
C -3.714826 2.762717 0.624345 0.0 0.1 0.0
C -3.251169 3.501306 1.856142 0.0 0.0 0.0
C -4.933667 3.155365 0.076809 0.0 0.0 0.0
H -7.003633 2.500737 -2.562787 0.0 0.0 0.0
H -6.736590 4.106000 -1.880445 0.0 0.0 0.0
H -7.583925 2.882748 -0.940768 0.0 0.0 0.0
H -5.104117 1.080159 -2.559190 0.0 0.0 0.0
H -3.451000 -0.447798 -2.602650 0.0 0.0 0.0
H -2.608991 -0.814144 -1.089002 0.0 0.0 0.0
H -1.864424 0.267703 -2.253067 0.0 0.0 0.0
H -2.176902 3.432508 1.999837 0.0 0.0 0.0
H -3.732087 3.093844 2.750350 0.0 0.0 0.0
H -3.524365 4.554794 1.779502 0.0 0.0 0.0
H -5.479424 3.962474 0.558020 0.0 0.0 0.0
C -2.081385 -4.211359 -1.354505 0.0 0.0 0.0
Si -1.221165 -3.403785 0.106800 0.0 0.0 0.0
C -0.222581 -4.700280 1.026601 0.0 0.0 0.0
C -2.491822 -2.657695 1.255309 0.0 0.0 0.0
C -0.059785 -2.096192 -0.560810 0.0 0.0 0.0
Te 1.055845 -1.084630 0.943684 0.0 0.2 -0.2
C 2.808529 -2.308301 0.697532 0.0 0.1 0.0
Si 3.893695 -2.224107 -0.846169 0.0 0.0 0.0
C 2.950805 -2.655791 -2.409058 0.0 0.0 0.0
C 5.189488 -3.566039 -0.573417 0.0 0.0 0.0
C 4.714591 -0.576149 -1.051510 0.0 0.0 0.0
H -2.792668 -4.973179 -1.023024 0.0 0.0 0.0
H -1.360603 -4.689980 -2.022641 0.0 0.0 0.0
H -2.632687 -3.468228 -1.936889 0.0 0.0 0.0
H -0.878882 -5.449646 1.477147 0.0 0.0 0.0
H 0.361489 -4.242897 1.829946 0.0 0.0 0.0
H 0.468458 -5.218579 0.355824 0.0 0.0 0.0
H -3.176528 -3.428913 1.619832 0.0 0.0 0.0
H -3.080467 -1.885269 0.755198 0.0 0.0 0.0
H -2.015109 -2.183145 2.116110 0.0 0.0 0.0
H -0.594063 -1.303344 -1.081182 0.0 0.0 0.0
H 0.663990 -2.519305 -1.257049 0.0 0.0 0.0
H 2.451270 -3.332089 0.841425 0.0 0.0 0.0
H 3.434558 -2.079010 1.566050 0.0 0.0 0.0
H 2.423241 -3.611176 -2.337008 0.0 0.0 0.0
H 3.661787 -2.731399 -3.237040 0.0 0.0 0.0
H 2.236568 -1.871188 -2.670879 0.0 0.0 0.0
H 4.729831 -4.550904 -0.450022 0.0 0.0 0.0
H 5.782286 -3.357864 0.321509 0.0 0.0 0.0
H 5.877439 -3.621717 -1.421836 0.0 0.0 0.0
H 3.987395 0.213928 -1.249279 0.0 0.0 0.0
H 5.403939 -0.612602 -1.900797 0.0 0.0 0.0
H 5.286267 -0.271571 -0.171734 0.0 0.0 0.0

=====

Entry 2:
64
Properties=species:S:1:pos:R:3:forces:R:3 method="wB97M-V/def2-TZVPD" gap_ev="3.951 / 4.532" spin_multiplicity=5 homo_energy_ev="-3.92 / -4.52"
P 0.311099 -2.620082 -0.237310 -0.7 0.5 -0.7
P 0.199992 2.491346 1.149882 0.5 -1.4 -2.7
C 1.138106 0.540510 -0.663012 0.0 -0.3 -0.1
C 1.198022 2.029547 -0.320329 0.8 -0.2 1.0
H 2.084599 0.227228 -1.173978 -0.4 0.3 0.6
H 1.002134 -0.050576 0.265365 0.3 0.2 -0.4
H 2.227278 2.317881 -0.042894 -0.1 0.3 -0.1
H 0.857290 2.692517 -1.127065 0.0 0.0 0.1
C -1.457134 2.759654 0.510967 -0.6 0.2 0.6
H -1.931547 3.553099 1.101561 -0.1 -0.2 -0.1
H -2.017085 1.825992 0.634506 0.1 0.2 -0.2
H -1.444239 3.039972 -0.549998 0.2 -0.2 0.3
C 0.886796 3.976469 1.848143 0.1 0.3 0.9
H 0.571284 4.858829 1.275092 0.1 -0.3 0.1
H 1.983564 3.901426 1.854861 -0.4 0.0 0.0
H 0.522742 4.050642 2.882998 0.1 0.2 -0.3
C -0.696721 -4.012324 -0.898265 -0.1 -0.1 0.3
H -0.675048 -4.866200 -0.208740 -0.1 0.0 -0.3
H -0.313524 -4.310827 -1.881230 -0.1 0.1 0.2
H -1.730028 -3.658049 -1.017193 0.2 -0.2 0.0
C 2.017786 -3.262530 -0.422801 0.4 0.0 0.1
H 2.653004 -2.426701 -0.749825 -0.1 -0.3 0.1
H 2.052633 -4.050009 -1.188306 0.0 0.2 0.2
H 2.408902 -3.649251 0.530031 -0.1 0.0 -0.3
Cr -0.200682 -0.121715 -2.236555 0.3 1.6 3.6
C 0.257799 1.287838 -3.592553 0.6 0.2 0.1
C -1.136940 1.399675 -3.233877 -0.8 0.4 0.7
C -2.257431 0.852347 -4.082166 -0.4 0.4 -0.4
C -1.996886 -0.589995 -4.573648 -0.4 0.6 -0.2
C -1.168192 -1.342725 -3.557970 1.0 -1.7 -1.4
C 0.259265 -1.559568 -3.627932 -1.2 -2.2 -1.2
C 1.200649 -0.861658 -4.565108 0.2 0.5 -0.4
C 0.783388 0.610779 -4.840793 0.5 -0.1 -0.6
C 0.019458 -2.779986 1.571025 -0.2 -0.1 0.2
H 0.946773 2.058964 -3.209807 -0.4 -0.1 -0.2
H -1.421068 2.281660 -2.647835 0.0 0.1 -0.3
H -2.484463 1.518888 -4.923728 0.0 -0.1 -0.4
H -3.189884 0.852550 -3.497382 0.3 0.0 0.1
H -2.978099 -1.081171 -4.674744 0.3 0.0 -0.1
H -1.543194 -0.593003 -5.579303 -0.1 -0.1 0.4
H -1.751402 -2.091419 -2.997393 0.4 0.2 0.0
H 0.608964 -2.546436 -3.298351 0.0 0.3 0.2
H 1.300917 -1.421855 -5.510138 0.0 0.1 0.0
H 2.214495 -0.857449 -4.122894 -0.4 0.0 -0.1
H 1.681149 1.155056 -5.165656 -0.1 -0.1 -0.1
H 0.106074 0.662081 -5.706498 0.0 0.0 0.3
H -0.836559 -2.148148 1.848882 0.2 -0.2 0.0
H 0.903041 -2.412972 2.107660 -0.2 -0.1 0.0
H -0.192130 -3.821081 1.853798 0.1 0.2 0.1
C -1.329618 1.062454 5.499390 -0.2 0.2 -0.2
C -0.065688 0.436856 4.893465 -0.1 -0.6 0.1
C 1.183343 1.025328 5.560965 0.3 0.2 -0.2
C -0.111113 -1.065949 5.146076 0.0 -0.6 0.1
C 0.014411 0.719742 3.448693 0.3 1.5 -1.5
C 0.153776 1.203350 2.327114 -0.3 -0.2 2.1
H -1.333412 0.878639 6.581265 0.0 0.0 -0.2
H -2.235200 0.619793 5.058793 0.3 0.2 0.2
H -1.349559 2.144419 5.325507 0.0 -0.2 0.1
H 1.154038 0.837901 6.640897 0.0 0.0 -0.2
H 2.094405 0.572814 5.142342 -0.3 0.1 0.2
H 1.223583 2.107122 5.390550 0.1 -0.2 0.1
H -1.013908 -1.519693 4.722873 0.2 0.1 0.0
H 0.761097 -1.579304 4.726932 -0.1 0.1 0.0
H -0.121122 -1.252718 6.225649 0.0 0.1 -0.1

=====

Entry 3:
70
Properties=species:S:1:pos:R:3:forces:R:3 method="wB97M-V/def2-TZVPD" gap_ev=9.020 spin_multiplicity=1 charge=+1 homo_energy_ev=-12.69
C 1.941816 -2.079596 3.808290 -0.2 -0.3 -0.2
C 0.475711 -1.838559 3.418163 0.1 0.1 0.4
C 0.170029 -0.381759 2.977714 -0.2 -0.2 0.2
C -0.897719 0.290592 3.857037 0.4 0.2 -0.2
C -0.128653 -0.276135 1.496720 0.4 0.3 -0.2
C -1.170663 -0.951191 0.893378 -0.1 -0.1 -0.1
C -2.215317 -1.799737 1.568169 -0.4 -0.1 0.2
F -2.588114 -2.770717 0.625183 0.0 0.0 0.0
C -3.478747 -1.042463 2.022901 0.0 0.1 -0.2
C -3.587505 0.425153 1.629383 -0.3 0.0 0.2
N -1.325408 -0.859231 -0.438340 0.0 0.2 0.0
C -0.556912 -0.138874 -1.261955 -0.2 0.0 0.2
C -0.887077 -0.232151 -2.727678 0.2 0.0 -0.3
F -2.236510 -0.548728 -2.873877 0.1 -0.2 0.3
C -0.026366 -1.267289 -3.469270 0.7 0.0 0.1
C 0.879471 -2.151601 -2.606501 -0.3 -0.1 -0.4
C 0.487806 0.603562 -0.736109 0.0 -0.2 0.1
C 1.354674 1.448839 -1.634577 0.0 -0.1 0.0
C 2.875275 1.295249 -1.464305 0.3 0.6 0.1
O 3.472772 2.427614 -0.847105 -0.2 -0.1 0.1
C 0.672888 0.518947 0.650049 0.0 -0.1 -0.2
C 1.734856 1.360384 1.319511 0.2 0.3 -0.1
O 1.504752 2.478975 1.661659 -0.1 -0.1 0.2
O 2.913978 0.721308 1.495246 -0.6 -0.7 0.3
H 2.096961 -1.978225 4.879336 0.1 0.2 0.0
H 2.231547 -3.095669 3.547416 0.1 0.0 0.0
H 2.610815 -1.407657 3.274783 0.1 0.0 0.0
H -0.141855 -2.049784 4.292482 -0.1 -0.1 0.0
H 0.180282 -2.567198 2.666372 0.1 0.1 -0.2
H 1.075606 0.180799 3.177560 0.1 0.1 -0.2
H -1.205908 1.240277 3.421428 -0.2 0.0 0.0
H -0.430958 0.548623 4.806103 -0.1 -0.2 0.2
H -1.756593 -0.351739 4.034450 -0.1 0.1 0.0
H -1.800525 -2.338613 2.414091 0.2 0.0 -0.1
H -3.595717 -1.168694 3.097359 0.1 0.1 0.0
H -4.313063 -1.580675 1.572614 0.0 -0.1 0.0
H -3.747673 0.566923 0.564543 0.2 0.1 -0.1
H -4.465590 0.847916 2.116784 0.0 0.0 0.0
H -2.744707 1.027687 1.962053 0.1 0.0 -0.1
H -2.086931 -1.391127 -0.852223 0.0 0.0 0.0
H -0.747665 0.752625 -3.166426 -0.2 0.1 0.0
H -0.674697 -1.904750 -4.066754 -0.2 0.1 0.0
H 0.608796 -0.727158 -4.171960 -0.1 0.0 -0.1
H 1.395796 -2.853790 -3.255445 0.0 -0.1 0.0
H 1.655560 -1.595907 -2.086150 0.0 0.0 0.2
H 0.286752 -2.746378 -1.911798 0.1 0.0 0.2
H 1.079886 2.489047 -1.461101 0.0 0.2 0.0
H 1.133022 1.260407 -2.681214 -0.2 -0.1 0.0
H 3.128337 0.460569 -0.816880 0.0 -0.2 -0.1
H 3.343010 1.144366 -2.438189 -0.1 -0.2 -0.1
H 3.127032 3.229583 -1.255354 0.1 0.0 -0.1
H 3.218243 0.847262 2.404975 0.4 0.5 -0.2
C 4.551053 -3.550198 -2.891147 0.0 0.0 0.1
O 3.531292 -3.703682 -1.904378 0.1 0.1 0.0
H 4.055095 -3.412971 -3.849167 0.0 0.0 0.0
H 5.175044 -2.676320 -2.688444 0.0 0.0 0.0
H 5.184461 -4.437110 -2.949667 0.0 0.0 0.0
H 3.964611 -3.831082 -1.056155 0.0 -0.1 0.0
C -4.920621 0.783728 -1.949705 -0.1 0.2 -0.1
O -4.465425 1.919394 -1.216831 0.1 -0.2 0.0
H -4.865022 -0.077914 -1.286556 0.0 0.0 0.0
H -5.956838 0.903910 -2.271462 0.0 0.0 0.0
H -4.290461 0.600658 -2.818389 0.0 -0.1 -0.1
H -4.515576 2.686281 -1.793693 0.0 0.0 0.0
C 0.660243 5.461548 -0.132218 0.0 0.0 -0.1
O 0.858328 5.077894 -1.496230 0.0 -0.2 0.1
H 1.186029 4.739790 0.488000 0.0 0.0 0.0
H 1.066422 6.456155 0.059588 0.0 0.0 0.0
H -0.399795 5.449751 0.131576 0.0 0.0 0.0
H 0.399043 5.713472 -2.051566 0.1 0.0 -0.1